Record 1
Computed, not measured: an isolated molecule of C8H12N4O2, with ωB97M-V with the def2-TZVPD basis set.

Values from the calculation:
Kohn-Sham gap ... 8.893 eV
Max |F| ... 0.1284 hartree/bohr
Energy relative to the best compared isomer or geometry (same formula, charge and spin) ... 462.4 kJ/mol
SMILES ... [H]/N=C1\C=[N+]([O-])O[C@H](/N=C(/N)C2CC2)C1
LUMO ... 0.04 eV
E_HOMO ... -0.325 Eh

Structure (XYZ):
```
26
Properties=species:S:1:pos:R:3:forces:R:3
C 0.511738 1.062928 -0.317749 0.72 -1.04 0.76
C 2.775527 0.810749 0.570547 -0.27 -0.21 -2.73
C 1.939888 1.535043 -0.495361 1.52 -1.59 -0.28
C -2.720130 0.605776 -0.290341 2.31 -0.82 -6.13
C -3.210369 -0.804216 -0.646427 -0.65 0.76 2.11
C 2.081167 0.059405 1.582304 -0.15 0.09 1.04
C -1.879297 -0.614963 -0.022962 0.89 0.09 2.06
C -0.624622 -1.005368 -0.773945 0.78 1.79 0.33
N 0.445206 -0.269003 -0.816927 -0.75 -1.28 -0.95
N 3.990046 0.691525 0.203041 0.26 -0.51 1.17
N -0.581450 -2.249002 -1.398260 -1.65 3.15 0.94
N 0.848632 0.328233 1.949676 -0.07 -0.34 -0.92
O 0.250662 -0.138625 2.911729 -0.12 0.30 -0.44
O 0.039055 1.114168 1.057769 1.24 0.02 1.53
H -0.178936 1.733297 -0.684745 -1.61 1.34 -1.49
H 2.403305 1.100861 -1.463293 -1.27 0.75 1.48
H 2.262108 2.559715 -0.488555 -0.84 0.82 0.16
H -2.381991 1.246760 -1.231013 -0.92 -1.33 2.09
H -3.126353 1.152530 0.455842 -1.11 1.32 2.39
H -4.001710 -1.188806 -0.017146 -0.06 -0.09 -0.06
H -3.266016 -1.114804 -1.648840 0.10 -0.13 -1.14
H 2.529514 -0.755314 2.143039 0.10 0.39 0.09
H -1.720404 -0.642637 1.119005 -0.41 -0.79 -1.89
H 4.453016 0.037229 0.829092 0.49 0.06 0.24
H -1.195231 -2.853014 -0.914485 -0.10 -1.43 0.05
H 0.356647 -2.402465 -1.611995 1.54 -1.32 -0.41
```
Positions in Å, forces in eV/Å.

Record 2
Computed, not measured: an isolated molecule of C8H12N4S, with ωB97M-V with the def2-TZVPD basis set.

Values from the calculation:
Kohn-Sham gap ... 8.804 eV
Max |F| ... 0.0866 hartree/bohr
Energy relative to the best compared isomer or geometry (same formula, charge and spin) ... 279.7 kJ/mol
SMILES ... c1nnc(NC2=NCCCCC2)s1
LUMO ... 0.50 eV
E_HOMO ... -0.305 Eh

Structure (XYZ):
```
25
Properties=species:S:1:pos:R:3:forces:R:3
C -1.109192 0.735738 -1.674447 -1.26 -1.94 1.34
C -0.368052 2.022503 -2.040162 1.98 -2.13 -1.65
C 0.881080 2.258215 -1.129892 -2.24 0.48 3.12
C 0.774181 0.483393 0.615591 -0.93 0.49 -4.32
C -0.673848 0.876627 0.909491 -0.48 0.99 -0.43
C -1.780376 0.499470 -0.204943 1.54 -1.06 -0.20
C 1.204806 -1.989659 1.377024 -0.08 -0.37 0.22
C 0.377654 -4.088875 1.907119 0.89 -2.16 0.98
H -0.435888 -0.167578 -1.820053 -0.85 1.15 -0.11
H -2.059202 0.598255 -2.217801 0.87 0.11 -0.87
H -1.010896 2.836547 -1.981191 -1.06 1.64 0.26
H -0.082280 1.954985 -3.146633 -0.27 -0.09 1.42
H 0.378606 2.878501 -0.346592 0.66 0.58 -0.41
H 1.777630 2.769891 -1.431914 -0.16 0.29 -1.01
H -0.666571 2.042008 0.988817 -0.03 -2.08 0.23
H -0.897462 0.411746 1.832103 -0.84 -0.02 1.31
H -2.795715 1.100969 -0.116584 2.25 -1.32 0.19
H -1.946193 -0.722175 -0.135794 -0.03 3.29 -0.20
H 2.500593 -0.412242 0.749026 -1.71 -1.59 0.72
H -0.332092 -4.897026 1.938564 0.73 -0.99 0.75
N 1.346320 1.142003 -0.355627 1.22 -2.91 1.39
N 1.507653 -0.708100 1.038026 1.28 3.70 -0.86
N 2.153895 -2.849480 1.688959 -0.51 1.60 0.30
N 1.677777 -4.037008 2.094889 -1.65 -1.05 -1.07
S -0.422428 -2.738708 1.462027 0.68 3.40 -1.10
```
Positions in Å, forces in eV/Å.

Record 3
Computed, not measured: a cluster of 2 separate species, C8H12N4S in total, with ωB97M-V with the def2-TZVPD basis set.

Values from the calculation:
Net charge ... +2
Kohn-Sham gap ... 7.336 eV
Max |F| ... 0.1172 hartree/bohr
Energy relative to the best compared isomer or geometry (same formula, charge and spin) ... 0.0 kJ/mol
LUMO ... -5.74 eV
E_HOMO ... -0.480 Eh

Structure (XYZ):
```
25
Properties=species:S:1:pos:R:3:forces:R:3
C -1.443287 -0.858000 1.953263 0.60 3.00 3.19
C -1.233138 -2.108762 1.468464 -0.08 -1.70 -0.04
C -2.311300 0.045511 1.357756 0.52 0.54 -0.15
C -1.875682 -2.429650 0.336951 -1.81 -0.61 -3.71
C -2.944240 -0.276136 0.130415 0.63 1.52 2.85
C -2.697807 -1.521505 -0.390790 -0.52 -1.45 -0.85
C -4.552739 3.195812 0.026701 2.36 -1.43 -0.38
C -3.816407 1.998489 -0.030097 -2.23 4.06 1.77
N -3.861387 0.777143 -0.329891 2.18 -5.04 -2.49
N -3.573178 2.982470 0.923751 -0.73 -1.06 -1.16
N -5.382238 4.034687 -0.474232 0.19 1.25 1.55
N 12.474834 -0.661789 -1.128567 1.88 -3.22 -3.32
S -3.408426 -2.333630 -1.883069 0.15 2.76 -0.22
H -0.948975 -0.478698 2.931829 -0.82 -0.96 -1.79
H -0.746928 -2.954753 1.914524 0.71 0.36 0.73
H -2.435854 1.071401 1.810338 0.11 -1.46 -0.49
H -1.913635 -3.396066 -0.254868 1.01 0.84 1.72
H -4.101546 0.402765 -1.258817 -1.14 1.28 0.20
H 13.024239 -1.314453 -0.503319 -0.44 0.77 -0.95
H -3.511004 -3.469754 -1.291843 -0.36 -1.37 0.67
H -5.959909 3.849771 -1.221114 -1.24 -1.12 -2.02
H -5.664844 4.876464 -0.015879 0.41 0.60 0.62
H 11.727555 -1.241020 -1.645813 1.37 1.04 0.84
H 13.115132 -0.170417 -1.857313 -1.21 -1.05 1.55
H 12.040757 -0.019882 -0.568388 -1.55 2.46 1.87
```
Positions in Å, forces in eV/Å.

Record 4
Computed, not measured: the ion C8H12N5 with charge +1, with ωB97M-V with the def2-TZVPD basis set.

Values from the calculation:
Net charge ... +1
Kohn-Sham gap ... 5.258 eV
Max |F| ... 0.0815 hartree/bohr
Energy relative to the best compared isomer or geometry (same formula, charge and spin) ... 425.9 kJ/mol
LUMO ... -5.85 eV
E_HOMO ... -0.408 Eh

Structure (XYZ):
```
25
Properties=species:S:1:pos:R:3:forces:R:3
C 0.403511 3.691259 -0.440595 -1.31 -0.34 0.38
C -0.146098 2.610583 0.167427 -1.59 -0.99 0.38
C 1.489631 3.519806 -1.243388 0.03 0.06 2.07
C 1.708345 1.352998 -0.592560 0.74 0.51 -0.77
C 0.517844 1.361397 0.042977 -2.29 0.23 0.52
C -0.826793 -2.762638 0.069623 2.52 1.76 0.10
C -0.866111 -2.325713 -1.229165 -1.81 0.23 0.18
C -0.004979 0.139234 0.540826 -1.29 -1.22 3.80
N 2.144249 2.403319 -1.211009 2.47 -0.09 -1.78
N 0.069822 -2.281441 1.057692 -0.81 0.20 0.60
N -1.643290 -3.698550 0.563211 -0.90 -2.18 0.38
N -1.012683 -0.034553 1.382657 2.98 -0.71 -2.33
N 0.792596 -1.123291 0.623121 3.11 -1.56 -1.57
H -0.014832 4.642258 -0.314926 -0.67 1.21 0.08
H -1.144473 2.718467 0.658115 1.11 -0.22 -0.20
H 1.937047 4.411825 -1.530701 1.04 1.14 -1.73
H 2.409130 0.572402 -0.581633 0.59 -1.41 0.02
H -0.656395 -1.267071 -1.404898 0.35 -0.28 -0.38
H -1.771560 -2.709957 -1.778813 1.29 0.50 0.18
H -2.220560 -4.097311 -0.189865 0.37 -0.11 1.01
H -1.308538 -4.359578 1.303496 -0.40 1.03 -1.17
H -1.700488 0.628862 1.409330 -2.16 1.96 0.48
H -1.112600 -1.021097 1.711950 0.16 -0.28 -0.13
H 1.302711 -1.361608 -0.313509 -1.30 0.65 1.07
H 1.654514 -1.009603 1.300636 -2.24 -0.10 -1.18
```
Positions in Å, forces in eV/Å.

Record 5
Computed, not measured: the ion C8H12NO2 with charge +1, with ωB97M-V with the def2-TZVPD basis set.

Values from the calculation:
Net charge ... +1
Kohn-Sham gap ... 7.613 eV
Max |F| ... 0.1073 hartree/bohr
Energy relative to the best compared isomer or geometry (same formula, charge and spin) ... 192.0 kJ/mol
SMILES ... COC(=[NH2+])\C=C/C=C\C=C\O
LUMO ... -4.35 eV
E_HOMO ... -0.440 Eh

Structure (XYZ):
```
23
Properties=species:S:1:pos:R:3:forces:R:3
C 0.772948 1.728464 0.303532 -2.71 -0.48 -1.47
C 0.868223 0.779183 1.414494 1.43 1.93 1.27
C -0.239297 1.739107 -0.673620 3.20 0.96 0.67
C 0.681694 -0.537397 1.464909 0.16 -0.06 -3.39
C -2.116116 0.559567 0.223656 -2.63 -0.99 -1.30
C -1.435250 0.990997 -0.842888 -0.93 -0.30 0.07
C 0.353840 -1.259406 0.167040 0.13 0.07 1.44
C 2.293610 -0.584855 -1.048347 1.03 1.21 1.43
N -0.713968 -2.046526 0.273309 1.63 2.01 1.04
O -3.250667 -0.233708 0.195424 1.22 0.85 1.49
O 1.097317 -1.255169 -0.934039 -4.57 -1.95 2.41
H 1.502108 2.549474 0.323801 -0.33 -0.47 -0.20
H 1.322684 1.334283 2.274830 -0.66 -1.03 -0.22
H -0.013349 2.385466 -1.523511 -0.14 0.28 0.31
H 0.887791 -1.249384 2.215981 0.05 -0.13 1.24
H -2.013262 0.849058 1.235619 0.92 0.19 0.82
H -1.893193 0.928962 -1.853301 0.56 -0.28 0.75
H 2.625186 -1.007495 -1.913582 1.36 -0.36 -2.71
H 3.023336 -0.874732 -0.303185 -0.12 0.21 0.59
H 2.087716 0.475188 -1.087746 0.47 0.16 -0.16
H -0.865456 -2.756101 -0.331928 -0.53 -2.50 -2.87
H -3.630404 -0.418054 -0.646833 -0.10 0.00 -1.35
H -1.345486 -2.096918 1.066393 0.58 0.69 0.14
```
Positions in Å, forces in eV/Å.

Record 6
Computed, not measured: a cluster of 2 separate species, C8H12NO3 in total, with ωB97M-V with the def2-TZVPD basis set.

Values from the calculation:
Net charge ... +1
Kohn-Sham gap ... 8.640 eV
Max |F| ... 0.0824 hartree/bohr
Energy relative to the best compared isomer or geometry (same formula, charge and spin) ... 406.0 kJ/mol
LUMO ... -5.42 eV
E_HOMO ... -0.517 Eh

Structure (XYZ):
```
24
Properties=species:S:1:pos:R:3:forces:R:3
C -0.181949 1.451108 -0.012876 2.60 -1.73 -0.59
C -0.271680 -1.108765 -0.053189 0.30 2.40 -0.67
C 1.052865 -1.375658 -0.535004 1.05 -0.62 1.30
C -1.494538 -1.466030 0.353694 -0.10 0.61 0.49
C 1.291688 3.200264 -0.320213 -1.27 3.79 -1.42
C -0.063661 3.737505 0.308520 0.40 0.61 0.88
C 1.380303 -2.893557 -0.460900 -3.84 -0.55 0.78
C -2.018435 -2.860508 0.414437 0.66 -0.74 -2.58
N 1.039069 1.769805 -0.491903 -2.38 2.95 1.20
O 1.966393 -0.586561 -0.742310 -1.23 -1.20 -0.29
O -2.356653 -0.636031 0.851415 -1.05 3.11 0.38
O -0.812724 2.478531 0.481263 -0.43 -0.55 -0.18
H 1.498509 3.890042 -1.262616 -0.41 -2.17 1.30
H 2.077852 3.520511 0.348832 0.45 -0.87 0.30
H 0.114689 4.183662 1.351454 -0.40 -0.81 -1.52
H -0.742887 4.463574 -0.252723 1.22 -1.22 0.39
H 0.782855 -3.536622 0.323274 1.51 1.69 -1.01
H 1.063937 -3.378617 -1.368170 0.25 -0.02 -0.77
H 2.401313 -2.887641 -0.335696 2.27 -0.49 0.38
H -2.095869 -3.148772 1.415451 -0.36 -0.19 1.79
H -3.087350 -2.915664 -0.065400 2.38 -0.05 0.54
H -1.163310 -3.503559 0.021180 -1.94 0.32 -0.12
H -2.168233 0.388667 0.848471 0.25 -2.83 -0.30
H 1.787814 1.214316 -0.816990 0.09 -1.45 -0.27
```
Positions in Å, forces in eV/Å.

Record 7
Computed, not measured: the ion C8H12NOS2 with charge +1, with ωB97M-V with the def2-TZVPD basis set.

Values from the calculation:
Net charge ... +1
Kohn-Sham gap ... 9.211 eV
Max |F| ... 0.0785 hartree/bohr
Energy relative to the best compared isomer or geometry (same formula, charge and spin) ... 175.7 kJ/mol
LUMO ... -3.91 eV
E_HOMO ... -0.482 Eh

Structure (XYZ):
```
24
Properties=species:S:1:pos:R:3:forces:R:3
C 4.510237 -0.306992 1.231583 -0.08 2.78 -1.19
C 3.841073 -0.241340 0.074313 0.75 1.60 2.09
C 1.055876 -0.663194 -0.581653 -0.60 -2.54 0.16
C -2.688345 0.667215 0.627290 -1.60 1.66 0.61
C -2.235112 1.142516 -0.769902 1.47 3.01 0.19
C -2.751365 -0.813343 0.430917 -1.86 -1.44 -0.88
C -1.469566 -0.001842 -1.270834 1.07 -1.62 -2.40
C 3.281127 1.034468 -0.380826 -0.69 2.63 -0.99
N -1.743908 -1.100514 -0.599035 -0.98 3.67 -1.37
O -1.279244 -2.245891 -0.836965 0.00 -1.61 -0.15
S 0.664718 -2.166696 -0.566226 1.66 1.93 0.03
S 1.378541 0.910029 -0.546268 0.87 0.35 -0.66
H 4.960342 -1.184310 1.550029 0.76 -1.50 0.70
H 4.813679 0.680017 1.712448 -0.79 -1.61 -0.21
H 3.701545 -1.020973 -0.604967 -0.15 -1.49 -0.65
H -1.917552 0.918967 1.388850 -0.89 0.18 -0.28
H -3.792948 1.127954 0.787431 2.92 -1.09 0.34
H -3.135136 1.382469 -1.369289 0.64 -0.23 -0.16
H -1.529044 2.150630 -0.792480 -1.92 -2.51 0.22
H -2.594883 -1.563939 1.171418 0.14 0.08 1.24
H -3.754729 -1.060404 -0.019570 0.94 -0.01 0.21
H -0.853083 -0.055505 -2.264269 -1.36 0.07 2.17
H 3.806230 1.481721 -1.303076 -1.34 -1.04 0.80
H 3.173181 1.943559 0.276024 1.05 -1.25 0.16
```
Positions in Å, forces in eV/Å.

Record 8
Computed, not measured: a cluster of 2 separate species, C8H12O in total, with ωB97M-V with the def2-TZVPD basis set.

Values from the calculation:
Kohn-Sham gap ... 10.141 eV
Max |F| ... 0.0940 hartree/bohr
Energy relative to the best compared isomer or geometry (same formula, charge and spin) ... 297.4 kJ/mol
LUMO ... 0.95 eV
E_HOMO ... -0.338 Eh

Structure (XYZ):
```
21
Properties=species:S:1:pos:R:3:forces:R:3
C -1.653329 2.282137 -0.239739 0.95 -1.60 1.40
C -0.911622 1.439103 0.418886 -0.48 1.06 -0.20
C -3.129251 -1.121280 0.160097 -0.24 0.06 -0.18
C -0.342740 0.396139 0.913310 0.88 -0.54 -2.11
C 2.094068 0.424950 0.546171 -1.21 -4.67 -0.33
C 0.479368 -0.217947 -1.346360 -2.11 0.23 0.26
C 0.880948 -1.824370 0.439193 -2.61 0.96 1.58
C 0.716153 -0.352658 0.096260 3.26 1.38 2.61
O -3.880416 -0.599616 -0.499922 0.25 -0.09 0.19
H -1.697741 3.300749 -0.288560 0.75 2.54 -0.07
H -0.567450 0.132801 1.884455 -0.24 -0.77 2.06
H -2.507008 1.814881 -0.550066 -2.40 -1.04 -1.30
H 2.040002 1.438290 0.447989 -0.06 2.66 -0.44
H 2.851127 -0.078424 -0.045725 0.49 0.48 -0.32
H 2.316181 0.115352 1.562388 -0.10 0.31 0.36
H 1.239414 -0.415328 -2.041974 1.28 -0.13 -0.63
H -0.355685 -0.869055 -1.531465 -0.40 -0.71 -0.62
H -0.002757 0.721282 -1.443677 0.28 1.24 -1.06
H 0.028147 -2.245511 -0.038686 -0.65 -1.00 -0.56
H 0.667352 -2.056893 1.497026 0.76 0.20 -0.17
H 1.735232 -2.284606 0.060392 1.61 -0.56 -0.46
```
Positions in Å, forces in eV/Å.

Record 9
Computed, not measured: a cluster of 2 separate species, C8H12O in total, with ωB97M-V with the def2-TZVPD basis set.

Values from the calculation:
Kohn-Sham gap ... 9.543 eV
Max |F| ... 0.1168 hartree/bohr
Energy relative to the best compared isomer or geometry (same formula, charge and spin) ... 529.1 kJ/mol
SMILES ... C=C=C(C)C.C=C=CO
LUMO ... 0.80 eV
E_HOMO ... -0.321 Eh

Structure (XYZ):
```
21
Properties=species:S:1:pos:R:3:forces:R:3
C -2.217031 -2.963345 0.713811 3.33 -2.75 -0.96
C -1.258371 -2.498519 -0.039522 -1.35 -0.95 1.13
C 0.114122 1.407384 -2.001881 0.70 -2.12 -0.93
C 0.332873 1.583359 -0.758576 2.64 -0.08 2.81
C 2.151513 2.247427 0.832695 0.62 1.44 -2.60
C 0.118273 0.892825 1.570875 3.97 3.34 3.02
C -0.448544 -2.024600 -0.902292 -2.79 -1.03 -2.36
C 0.896326 1.611321 0.451839 -2.84 -1.88 -1.04
O -0.806125 -1.986876 -2.259390 1.20 0.41 -0.06
H -2.099720 -4.034503 1.008865 -0.82 1.10 0.09
H -0.480158 2.002490 -2.542306 -2.38 2.74 -1.68
H 0.393571 0.591338 -2.674284 0.53 -0.32 0.90
H 1.935079 2.918033 1.567289 -0.96 2.30 2.29
H 2.612697 2.921410 0.047190 -0.23 -1.40 0.59
H 2.814789 1.641096 1.371066 1.31 -1.46 0.03
H 0.165562 1.567773 2.568639 -0.37 -1.18 -2.18
H -0.834854 0.673223 1.377478 -3.78 -0.57 -1.06
H 0.570096 0.000674 1.941444 0.79 -0.87 -0.15
H 0.350527 -1.510345 -0.577018 3.02 1.84 0.23
H -2.971986 -2.312319 0.877352 -2.66 1.46 1.23
H -1.338638 -2.727846 -2.573275 0.09 -0.02 0.71
```
Positions in Å, forces in eV/Å.